Entry 1:
Density functional theory data (ωB97M-V/def2-TZVPD) for C23H30BCdF4N2O7 as an isolated structure.

Properties
relative energy (zero: lowest compared OMol25 entry of this formula, charge and spin)	0.848	eV
orbital gap	0.295	Ha
total charge	+1

The geometry in XYZ format:
```
68
C23H30BCdF4N2O7 (ωB97M-V/def2-TZVPD)
Cd 0.988 0.587 -0.495
C 2.869 -1.826 0.441
C 2.569 -2.194 -0.999
O 2.201 -0.991 -1.672
C 1.983 -1.033 -3.089
C 0.553 -0.650 -3.411
O 0.304 0.604 -2.792
C -0.996 1.159 -2.980
C -1.054 2.478 -2.231
O -0.549 2.264 -0.916
C -0.948 3.151 0.126
C 0.111 3.077 1.218
O 0.455 1.710 1.470
C 0.112 1.148 2.729
C 1.597 -0.962 2.325
O 1.707 -1.149 0.931
H 3.738 -1.169 0.496
H 3.052 -2.730 1.027
H 1.749 -2.918 -1.050
H 3.461 -2.624 -1.458
H 2.189 -2.030 -3.482
H 2.676 -0.320 -3.536
H -0.157 -1.393 -3.033
H 0.434 -0.571 -4.496
H -1.750 0.459 -2.607
H -1.182 1.346 -4.041
H -2.090 2.822 -2.195
H -0.437 3.233 -2.724
H -1.937 2.853 0.488
H -1.002 4.178 -0.245
H -0.256 3.554 2.128
H 1.024 3.576 0.892
H -0.901 1.455 3.009
H 0.805 1.501 3.495
H 1.671 -1.935 2.820
H 3.034 0.543 2.159
O -5.564 -2.894 -3.413
C -5.304 -1.643 -2.986
O -5.950 -0.716 -3.375
C -4.159 -1.471 -2.026
C -3.059 -2.321 -1.996
C -1.991 -2.053 -1.150
C -2.033 -0.946 -0.316
C -3.143 -0.108 -0.320
C -4.193 -0.365 -1.182
N -0.896 -0.610 0.471
C -0.927 -0.834 1.719
C 0.154 -0.394 2.678
C -0.170 -0.886 4.066
C 0.694 -0.872 5.090
C 2.064 -0.382 5.150
C 2.873 0.015 4.147
N 2.663 -0.148 2.801
H -5.077 -3.549 -2.901
H -2.993 -3.180 -2.653
H -1.124 -2.702 -1.141
H -3.166 0.752 0.337
H -5.054 0.288 -1.227
H -1.804 -1.317 2.162
H -1.164 -1.285 4.230
H 0.312 -1.244 6.034
H 2.473 -0.274 6.145
H 3.814 0.497 4.384
F 4.658 2.163 -1.092
B 3.401 2.341 -0.622
F 2.416 2.078 -1.645
F 3.142 3.558 -0.038
F 3.080 1.296 0.369
```

Entry 2:
Density functional theory data (ωB97M-V/def2-TZVPD) for C23H30BrO5Pt as an isolated structure at a distorted geometry.

Properties
relative energy (zero: lowest compared OMol25 entry of this formula, charge and spin)	0.014	eV
orbital gap (spin up / spin down)	0.188 / 0.222	Ha
2S+1	5
total charge	-1

The geometry in XYZ format:
```
60
C23H30BrO5Pt (ωB97M-V/def2-TZVPD)
C 0.353 -0.285 -7.289
C 0.159 -0.968 -5.938
C -0.121 1.156 -7.171
C -0.966 1.271 -5.887
H -0.673 1.418 -8.071
H 0.740 1.812 -7.140
C -1.007 -0.233 -5.319
H 1.073 -0.892 -5.320
H -0.120 -2.020 -6.076
C -1.239 -0.663 -3.842
H -1.941 -0.600 -5.793
H -2.003 1.497 -6.194
C -0.515 2.384 -5.053
C 1.796 -0.423 -7.725
C -0.393 -0.958 -8.447
O -0.887 -0.351 -9.387
O 2.760 -0.389 -6.957
O 1.923 -0.643 -9.037
O -0.437 -2.298 -8.410
C -1.059 -2.811 -9.597
H -1.025 -3.893 -9.496
H -0.498 -2.476 -10.474
H -2.091 -2.455 -9.684
C 3.278 -0.756 -9.471
H 3.860 0.111 -9.136
H 3.239 -0.801 -10.559
H 3.728 -1.675 -9.077
O -0.263 -0.562 -2.836
H -1.320 -1.786 -3.866
H -2.217 -0.316 -3.462
C -1.487 3.157 -4.277
C 0.929 2.483 -4.763
H 1.430 3.227 -5.391
H 1.466 1.525 -4.829
H 1.060 2.824 -3.734
H -1.018 3.461 -3.327
H -2.355 2.552 -3.976
H -1.826 4.061 -4.802
Pt -0.299 0.723 -1.351
C -1.616 0.643 0.580
C -2.343 0.566 -0.716
C -2.526 -0.856 -0.985
H -2.877 1.399 -1.169
C -1.937 -1.588 0.060
C -1.366 -0.693 0.999
H -0.873 -0.976 1.928
H -1.595 1.537 1.202
H -3.137 -1.255 -1.788
H -1.988 -2.671 0.174
C 1.934 0.957 -0.221
C 1.789 -0.168 0.626
C 1.568 -1.323 -0.164
H 1.905 -0.161 1.709
C 1.584 -0.962 -1.533
C 1.832 0.493 -1.611
H 2.137 1.057 -2.484
H 2.237 1.961 0.056
H 1.494 -2.351 0.183
H 1.577 -1.678 -2.343
Br -0.244 3.198 -0.987
```

Entry 3:
Density functional theory data (ωB97M-V/def2-TZVPD) for C23H30CdNP as an isolated structure at a distorted geometry.

Properties
orbital gap (spin up / spin down)	0.219 / 0.214	Ha
total charge	0

The geometry in XYZ format:
```
56
C23H30CdNP (ωB97M-V/def2-TZVPD)
C -2.470 0.857 -3.930
C -2.273 -0.371 -3.284
C -1.570 -0.438 -2.065
C -1.049 0.733 -1.464
C -1.226 1.963 -2.155
C -1.935 2.025 -3.369
C -1.351 -1.768 -1.375
C 0.111 -2.240 -1.198
N 1.158 -1.185 -0.948
Cd 0.340 0.649 0.169
C -0.529 3.184 -1.583
P 1.130 2.558 -1.011
H -2.669 -1.292 -3.732
H -2.059 2.986 -3.884
H -3.022 0.901 -4.875
H -1.045 3.557 -0.677
H -0.442 4.017 -2.303
H -1.806 -1.710 -0.376
H -1.877 -2.572 -1.920
H 0.145 -2.934 -0.344
C 1.859 3.902 0.017
C 2.131 2.648 -2.566
H 0.440 -2.810 -2.089
C 1.715 -0.750 -2.251
C 2.251 -1.780 -0.138
H -0.332 1.791 1.002
H 2.206 -1.602 -2.764
H 0.901 -0.363 -2.881
H 2.456 0.042 -2.074
H 2.784 -2.526 -0.746
H 2.959 -0.995 0.200
H 1.813 -2.287 0.733
H 2.148 3.683 -2.950
H 3.165 2.315 -2.380
H 1.670 1.992 -3.323
H 2.010 4.826 -0.569
H 1.179 4.102 0.861
H 2.825 3.562 0.425
H 1.508 0.630 1.332
C 0.646 -2.439 5.254
C 1.558 -1.945 4.328
C 1.113 -1.329 3.155
C -0.267 -1.192 2.881
C -0.772 -0.518 1.725
C -2.159 -0.346 1.603
C -3.045 -0.877 2.535
C -2.566 -1.556 3.648
C -1.187 -1.704 3.842
C -0.721 -2.327 5.013
H 1.001 -2.905 6.165
H 2.620 -2.030 4.522
H 1.882 -0.971 2.505
H -2.556 0.216 0.769
H -4.111 -0.740 2.407
H -3.270 -1.938 4.376
H -1.414 -2.703 5.755
```

Entry 4:
Density functional theory data (ωB97M-V/def2-TZVPD) for a 3-piece molecular cluster, C23H30Cl2N2O4P2S overall at a distorted geometry.

Properties
orbital gap	0.218	Ha
total charge	0
SMILES string	OP(Cl)c1cc2nsnc2c(P(O)Cl)c1CCCc1ccccc1.C1CCOC1.C1CCOC1

The geometry in XYZ format:
```
64
C23H30Cl2N2O4P2S (ωB97M-V/def2-TZVPD)
O 2.527 -4.951 2.256
P 2.398 -4.089 0.708
Cl 0.315 -3.750 0.477
C 3.391 -2.482 0.983
C 4.795 -2.629 1.877
C 5.786 -1.364 2.209
N 7.066 -1.487 3.031
S 7.663 0.157 3.036
N 6.449 1.069 2.104
C 5.383 0.111 1.620
C 4.029 0.315 0.719
P 3.621 2.101 0.059
O 2.637 2.965 1.229
Cl 5.429 3.244 -0.164
C 3.031 -0.991 0.407
C 1.702 -0.755 -0.523
C 0.464 -0.295 0.497
C -0.990 -0.463 -0.285
C -2.245 -0.427 0.788
C -2.837 -1.846 1.391
C -4.123 -1.958 2.438
C -4.808 -0.543 2.928
C -4.226 0.906 2.330
C -2.973 0.996 1.276
H 2.620 -4.198 2.940
H 5.087 -3.690 2.304
H 3.314 3.245 1.942
H 1.876 0.187 -1.232
H 1.389 -1.669 -1.185
H 0.628 0.773 0.959
H 0.454 -1.060 1.387
H -0.918 -1.495 -0.880
H -1.090 0.454 -1.039
H -2.318 -2.833 1.015
H -4.463 -3.033 2.795
H -5.735 -0.579 3.676
H -4.730 1.900 2.690
H -2.578 2.029 0.838
C -7.098 5.198 1.246
C -6.438 4.954 -0.086
C -5.045 4.530 0.324
O -5.166 3.876 1.595
C -6.483 4.117 2.107
H -8.190 5.147 1.211
H -6.813 6.186 1.626
H -6.942 4.130 -0.605
H -6.442 5.826 -0.746
H -4.388 5.397 0.455
H -4.584 3.849 -0.398
H -7.047 3.181 2.030
H -6.423 4.403 3.161
C 3.464 -2.553 -5.622
C 3.874 -3.565 -4.583
C 3.667 -2.797 -3.295
O 2.592 -1.876 -3.528
C 2.320 -1.840 -4.936
H 3.177 -2.998 -6.578
H 4.288 -1.852 -5.803
H 3.197 -4.426 -4.617
H 4.898 -3.928 -4.703
H 4.556 -2.214 -3.033
H 3.417 -3.450 -2.454
H 1.370 -2.358 -5.106
H 2.215 -0.802 -5.264
```

Entry 5:
Density functional theory data (ωB97M-V/def2-TZVPD) for C23H30ClN3PY as an isolated structure at a distorted geometry.

Properties
orbital gap	0.272	Ha
total charge	+2

The geometry in XYZ format:
```
59
C23H30ClN3PY (ωB97M-V/def2-TZVPD)
Y 0.612 0.540 1.757
Cl 0.162 2.584 3.058
P 0.348 0.875 -1.025
C -1.019 0.061 -1.895
C -0.802 -0.739 -3.024
C -1.889 -1.291 -3.712
C -3.189 -1.132 -3.224
C -3.404 -0.393 -2.051
C -2.333 0.222 -1.400
C 0.135 2.667 -1.367
C 0.988 3.581 -0.718
C 0.796 4.947 -0.899
C -0.224 5.423 -1.729
C -1.051 4.515 -2.392
C -0.874 3.138 -2.219
C 1.897 0.476 -1.899
C 2.993 -0.073 -1.200
C 4.209 -0.252 -1.864
C 4.343 0.081 -3.219
C 3.250 0.618 -3.910
C 2.033 0.828 -3.248
H 1.784 3.218 -0.057
H 1.447 5.645 -0.380
H -0.376 6.495 -1.853
H -1.849 4.869 -3.041
H -1.536 2.437 -2.733
H 0.208 -0.928 -3.381
H -1.716 -1.855 -4.631
H -4.037 -1.587 -3.747
H -4.409 -0.285 -1.644
H -2.505 0.830 -0.503
H 2.901 -0.348 -0.138
H 5.060 -0.659 -1.320
H 5.299 -0.067 -3.733
H 3.340 0.874 -4.968
H 1.194 1.268 -3.792
H 0.199 -5.049 -4.346
H 0.947 -5.010 -4.310
C -3.130 -1.813 3.739
N -1.687 -1.802 4.033
C -1.192 -2.733 5.058
C -0.860 -1.208 3.202
N -1.192 -0.719 1.987
N 0.534 -1.020 3.515
C 0.976 -0.938 4.927
C 1.377 -1.911 2.650
H -3.632 -2.322 4.564
H -3.345 -2.345 2.804
H -3.494 -0.783 3.656
H -0.347 -3.319 4.668
H -0.861 -2.174 5.941
H -2.010 -3.402 5.340
H -2.120 -0.897 1.612
H 1.245 -1.935 5.299
H 1.853 -0.285 4.973
H 0.192 -0.468 5.533
H 1.042 -2.962 2.759
H 1.283 -1.640 1.556
H 2.433 -1.847 2.941
```

Entry 6:
Density functional theory data (ωB97M-V/def2-TZVPD) for a 5-piece molecular cluster, C23H30F13NO10SSi overall at a distorted geometry.

Properties
orbital gap	0.370	Ha
total charge	0
SMILES string	C=C[Si@@](F)(CCCC(=O)O)N=C=S.CCOC(=O)C(F)(F)F.CCOC(=O)C(F)(F)F.CCOC(=O)C(F)(F)F.CCOC(=O)C(F)(F)F

The geometry in XYZ format:
```
79
C23H30F13NO10SSi (ωB97M-V/def2-TZVPD)
C 3.426 -0.302 0.413
C 2.340 -0.420 -0.351
Si 1.510 0.887 -1.341
F 2.000 0.748 -2.855
C -0.339 0.667 -1.390
C -0.882 -0.271 -0.299
C -2.367 -0.006 -0.041
C -2.557 1.220 0.802
O -1.872 1.508 1.752
O -3.583 1.984 0.398
N 1.866 2.535 -0.759
C 3.034 2.842 -0.651
S 4.454 3.302 -0.155
H 3.932 -1.204 0.737
H 3.817 0.635 0.780
H 1.902 -1.410 -0.426
H -0.644 0.328 -2.379
H -0.782 1.656 -1.249
H -0.322 -0.189 0.628
H -0.818 -1.295 -0.665
H -2.862 -0.853 0.430
H -2.853 0.164 -1.001
H -3.642 2.732 1.012
C 3.590 3.526 -4.322
C 4.167 4.899 -4.067
O 4.205 5.689 -5.274
C 3.080 6.296 -5.606
O 2.038 6.268 -5.021
C 3.300 7.126 -6.887
F 3.986 6.436 -7.802
F 3.992 8.234 -6.592
F 2.136 7.484 -7.414
H 4.135 3.022 -5.121
H 3.644 2.918 -3.422
H 2.546 3.594 -4.630
H 5.201 4.821 -3.740
H 3.613 5.432 -3.295
C 3.085 -5.858 2.748
C 3.826 -6.227 1.483
O 2.998 -6.012 0.317
C 2.945 -4.777 -0.140
O 3.511 -3.817 0.295
C 2.049 -4.739 -1.397
F 0.930 -5.443 -1.212
F 2.705 -5.260 -2.439
F 1.707 -3.489 -1.699
H 2.149 -6.401 2.814
H 3.690 -6.100 3.621
H 2.857 -4.792 2.770
H 4.064 -7.288 1.466
H 4.756 -5.671 1.376
C 0.110 -6.125 8.413
C -0.433 -7.299 7.630
O -0.938 -6.880 6.343
C -0.041 -6.735 5.386
O 1.139 -6.912 5.459
C -0.745 -6.325 4.077
F -1.656 -5.374 4.286
F -1.362 -7.383 3.539
F 0.148 -5.869 3.200
H -0.649 -5.349 8.512
H 0.412 -6.449 9.408
H 0.976 -5.689 7.915
H -1.288 -7.743 8.135
H 0.319 -8.074 7.490
C -4.478 5.294 -1.253
C -5.444 6.179 -2.007
O -6.742 5.558 -2.120
C -7.535 5.679 -1.069
O -7.298 6.240 -0.042
C -8.891 5.004 -1.366
F -8.723 3.815 -1.950
F -9.607 5.780 -2.188
F -9.577 4.832 -0.243
H -4.415 4.311 -1.719
H -3.485 5.743 -1.247
H -4.802 5.157 -0.221
H -5.114 6.331 -3.032
H -5.546 7.156 -1.537
```

Entry 7:
Density functional theory data (ωB97M-V/def2-TZVPD) for C23H30F5O6TeTi as an isolated structure at a distorted geometry.

Properties
orbital gap (spin up / spin down)	0.076 / 0.075	Ha
2S+1	2
total charge	-2

The geometry in XYZ format:
```
66
C23H30F5O6TeTi (ωB97M-V/def2-TZVPD)
C -1.568 2.554 -5.497
C -0.666 3.033 -4.318
C -1.423 1.017 -5.579
C -0.064 0.743 -4.926
H -1.461 0.689 -6.623
H -2.232 0.540 -5.006
C -0.021 1.768 -3.714
H -1.270 3.608 -3.611
H 0.127 3.677 -4.728
C -0.807 1.260 -2.495
H 1.024 1.956 -3.422
H 0.716 1.087 -5.626
C 0.212 -0.657 -4.603
C -3.045 2.862 -5.374
C -1.133 3.174 -6.841
O -0.585 2.503 -7.695
O -3.599 3.170 -4.327
O -3.711 2.753 -6.539
O -1.366 4.480 -7.093
C -1.951 5.463 -6.197
H -1.679 5.330 -5.140
H -3.041 5.468 -6.323
H -1.548 6.408 -6.567
C -5.126 2.897 -6.365
H -5.503 2.122 -5.681
H -5.562 2.779 -7.357
H -5.366 3.886 -5.950
O -0.144 0.274 -1.705
H -1.789 0.884 -2.840
H -1.048 2.124 -1.846
C 1.587 -1.143 -4.735
C -0.866 -1.567 -4.214
H -1.604 -1.739 -5.013
H -1.415 -1.207 -3.331
H -0.438 -2.539 -3.943
H 1.809 -1.858 -3.936
H 2.305 -0.316 -4.689
H 1.740 -1.663 -5.694
Ti 0.040 -0.191 0.080
C 2.166 0.148 1.215
C 2.358 0.611 -0.124
C 1.565 1.785 -0.296
H 3.042 0.185 -0.857
C 0.823 2.001 0.903
C 1.181 0.968 1.835
H 0.848 0.891 2.866
H 2.785 -0.584 1.709
H 1.612 2.467 -1.141
H 0.192 2.864 1.105
C -1.972 -1.376 0.614
C -1.564 -0.654 1.783
C -1.787 0.734 1.534
H -1.276 -1.079 2.737
C -2.329 0.869 0.224
C -2.433 -0.440 -0.350
H -2.885 -0.701 -1.307
H -2.028 -2.452 0.492
H -1.662 1.538 2.258
H -2.682 1.794 -0.231
F 0.953 -1.777 3.092
Te 1.054 -3.190 1.811
F 2.918 -2.836 1.595
F 1.053 -4.671 0.604
F 1.453 -4.346 3.279
F -0.793 -3.490 2.159
O 0.647 -1.942 0.406
```

What is the total charge in the fourth record?
0

The lowest total charge belongs to which entry?
C23H30F5O6TeTi